1.
# C3H8N4

2 unconnected molecules or ions with the total composition C3H8N4 in a non-equilibrium geometry (ωB97M-V with the def2-TZVPD basis set, OMol25).

```
15
Properties=species:S:1:pos:R:3:forces:R:3:nbo_charge:R:1
C 2.142531 -0.617052 -1.950077 0.810 0.551 -1.263 -0.16
C -3.086633 0.138616 0.651872 3.094 1.643 -1.605 -0.49
C 1.992980 0.778369 0.972557 2.162 1.569 0.014 -0.16
N 2.206553 -0.842363 -0.721948 1.369 -0.651 0.467 -0.18
N -1.567192 -0.458287 0.412258 -1.992 2.306 2.011 -0.19
N -1.260078 -1.121854 -0.492193 0.637 -1.304 -1.366 -0.21
N 1.707368 -0.217187 0.246718 -2.689 1.463 2.449 -0.19
H 2.723294 -1.371716 -2.466577 -0.359 0.257 -0.819 0.19
H 1.793983 0.321666 -2.445713 -0.180 -0.882 0.541 0.17
H -3.059730 1.019383 -0.100961 -0.458 -1.268 1.784 0.21
H -3.247883 0.314361 1.687991 0.380 1.024 0.884 0.19
H -3.819991 -0.551405 0.427064 -1.123 -1.757 -1.245 0.21
H 1.412742 1.140754 1.876088 0.244 -1.029 -1.338 0.18
H 2.944357 1.433726 0.806661 -1.359 -1.226 0.071 0.15
H -0.882300 0.032986 1.096266 -0.537 -0.697 -0.588 0.28
```
Forces are in eV/Å.

relative energy (zero: lowest compared OMol25 entry of this formula, charge and spin): 630.0 kJ/mol
total charge: 0
F_max: 3.92 eV/A
E_HOMO: -7.66 eV
frontier orbital gap: 8.58 eV
molecular weight: 100.12 u
electronic energy: -9195.10361 eV
LUMO energy: 0.92 eV

2.
# C10H12Br6F6NNaO7

A molecular structure, C10H12Br6F6NNaO7 in a non-equilibrium geometry (ωB97M-V with the def2-TZVPD basis set, OMol25).

```
43
Properties=species:S:1:pos:R:3:forces:R:3:nbo_charge:R:1
Na -0.778597 1.138220 3.734622 -0.039 0.124 -0.867 0.97
N -2.124097 0.953240 1.139202 -0.269 -1.411 -0.711 0.73
O -1.954737 1.987470 1.762992 -0.004 2.676 0.896 -0.59
O -1.693807 -0.079510 1.668442 0.864 -1.849 1.026 -0.61
O -2.687247 0.880420 0.055422 -0.184 0.684 -0.506 -0.49
C -1.357707 1.541330 -3.276898 1.183 0.470 -0.510 -0.43
Br -0.305787 0.000650 -4.003588 -0.960 1.137 0.617 0.06
Br -2.737997 2.099750 -4.539268 0.705 -0.193 0.692 0.10
Br -0.036957 3.053530 -2.851398 -1.038 -1.304 -0.607 0.02
H -1.807347 1.282460 -2.318298 0.069 -0.087 -0.244 0.24
C -3.164367 5.020720 0.586372 0.484 0.433 -0.417 -0.43
Br -3.128937 5.655300 2.503212 -0.142 -0.434 -1.729 0.05
Br -1.349547 4.834770 -0.183338 -1.016 0.115 0.836 0.08
Br -4.190847 6.133490 -0.700568 0.344 -0.328 1.080 0.06
H -3.641567 4.042550 0.526662 0.295 0.194 0.422 0.23
C 1.133773 -0.015920 -0.265508 -0.850 1.324 0.325 -0.65
C 1.533823 -0.234400 1.197792 -1.044 -1.300 -0.113 -0.07
O 2.675543 0.536900 1.532792 1.426 2.260 2.713 -0.47
C 2.720843 1.333600 2.671942 -2.363 0.199 -0.122 0.73
O 1.801743 1.645190 3.471282 2.322 -1.645 -2.614 -0.64
C 4.142113 2.025240 2.885582 -1.270 -0.960 -2.598 0.92
F 4.005973 3.348450 2.708892 0.245 -0.608 0.274 -0.30
F 4.571653 1.747420 4.077722 0.551 0.079 0.900 -0.28
F 4.995943 1.537060 1.946312 -0.292 0.660 0.976 -0.31
H 2.004163 0.101870 -0.910978 -0.014 -0.053 0.172 0.24
H 0.503843 0.871060 -0.332968 0.412 0.593 -0.039 0.22
H 0.437133 -0.711570 -0.733328 0.414 -0.784 0.588 0.23
H 1.772403 -1.293740 1.292602 0.563 0.001 0.252 0.20
H 0.803683 -0.049580 1.985732 -0.530 0.136 -0.690 0.18
C -1.418097 -3.132900 0.399222 0.863 -0.234 1.121 -0.65
C -1.215617 -4.345470 -0.498828 -0.327 0.905 0.614 -0.09
O -0.564017 -3.875510 -1.704488 0.876 -0.691 -0.360 -0.47
C 0.768683 -3.756760 -1.647228 0.563 0.379 2.975 0.69
O 1.515273 -4.025210 -0.702988 -1.851 0.329 -2.023 -0.56
C 1.351433 -3.072810 -2.886128 0.010 -1.355 -0.457 0.90
F 0.501673 -3.087360 -3.880158 -1.605 1.064 -0.902 -0.30
F 1.809573 -1.835100 -2.677678 0.066 -0.713 0.068 -0.30
F 2.299833 -3.891360 -3.337078 1.649 0.116 0.422 -0.31
H -0.572447 -2.994780 1.072932 0.085 -0.339 0.284 0.21
H -2.301767 -3.331580 1.005652 -0.015 0.494 0.027 0.22
H -1.430377 -2.146630 -0.064698 -0.766 -0.333 -0.556 0.25
H -2.223937 -4.723560 -0.667488 0.294 -0.047 -1.192 0.20
H -0.663297 -5.166940 -0.042498 0.297 0.292 -0.023 0.20
```
Forces are in eV/Å.

total charge: 0
F_max: 3.86 eV/A
E_HOMO: -9.56 eV
frontier orbital gap: 8.58 eV
molecular weight: 874.61 u
electronic energy: -467359.88073 eV
LUMO energy: -0.98 eV

3.
# F6H20O10P

11 unconnected molecules or ions with the total composition F6H20O10P (ωB97M-V with the def2-TZVPD basis set, OMol25).

```
37
Properties=species:S:1:pos:R:3:forces:R:3:nbo_charge:R:1
P 0.142211 0.303222 -0.002602 0.525 -0.424 -0.303 2.61
F -1.248146 1.016562 -0.344517 -0.084 0.319 0.259 -0.58
F 0.991182 1.518124 -0.688200 -0.251 0.148 -0.166 -0.61
F 0.231913 1.071744 1.413149 0.161 0.135 0.102 -0.59
F 1.572545 -0.440428 0.261778 0.115 0.111 0.304 -0.61
F -0.580390 -0.920299 0.735815 -0.346 -0.067 -0.114 -0.59
F 0.045042 -0.465699 -1.421057 0.091 -0.057 -0.172 -0.60
O -1.396278 3.667621 1.278414 -0.005 -0.035 -0.145 -0.96
H -1.262946 2.778407 0.919267 -0.026 0.129 0.108 0.49
H -1.527821 4.217934 0.499051 0.009 -0.061 0.039 0.46
O -4.477122 0.071743 -0.730251 0.269 -0.410 0.147 -0.98
H -3.837080 -0.679036 -0.648550 -0.471 0.405 -0.240 0.50
H -4.710245 0.312284 0.170566 0.082 -0.002 -0.036 0.45
O -0.519932 -2.160748 3.189611 0.427 -0.086 0.408 -0.95
H 0.223912 -2.505974 2.682241 -0.054 0.067 -0.099 0.49
H -0.206040 -1.313400 3.526978 -0.038 0.012 -0.141 0.49
O -2.663259 -2.128759 -0.883322 0.029 0.182 0.301 -0.97
H -2.690400 -2.371769 0.062967 -0.071 0.082 -0.194 0.50
H -1.893395 -1.544411 -0.936485 -0.055 -0.252 -0.088 0.48
O 3.321000 -2.617936 -0.390398 0.016 0.154 -0.104 -0.97
H 4.172797 -2.227902 -0.166632 -0.069 -0.004 0.019 0.47
H 2.697369 -1.882675 -0.289289 0.031 -0.125 0.086 0.49
O 0.214960 -3.228979 -3.179792 0.161 0.077 -0.122 -0.95
H -0.157408 -2.341748 -3.242924 -0.014 -0.087 0.143 0.48
H 1.065166 -3.100307 -2.743168 -0.107 0.002 0.042 0.47
O 0.368761 3.789108 -2.745593 0.006 -0.049 0.046 -0.95
H 0.156335 3.007640 -2.217851 0.059 0.044 -0.023 0.49
H 1.331224 3.808745 -2.755503 -0.061 -0.042 0.036 0.47
O 4.009014 0.841974 -0.934368 -0.246 -0.017 -0.108 -0.96
H 3.080148 1.022178 -0.710921 0.334 -0.069 0.030 0.49
H 3.952729 0.130326 -1.581552 -0.023 0.059 0.019 0.46
O -2.932244 -2.256397 2.013691 -0.217 -0.086 -0.215 -0.99
H -3.422071 -1.498365 2.346691 0.117 -0.025 -0.078 0.47
H -1.996230 -2.095829 2.241911 -0.206 0.001 0.233 0.51
O 2.903224 2.611400 2.029716 -0.061 0.026 -0.073 -0.95
H 2.930385 3.442059 1.544811 -0.015 -0.053 0.015 0.46
H 2.111090 2.169594 1.696315 -0.013 0.001 0.086 0.49
```
Forces are in eV/Å.

relative energy (zero: lowest compared OMol25 entry of this formula, charge and spin): 27.6 kJ/mol
total charge: -1
F_max: 0.74 eV/A
E_HOMO: -8.15 eV
frontier orbital gap: 10.88 eV
molecular weight: 325.11 u
electronic energy: -46403.82753 eV
LUMO energy: 2.73 eV

4.
# C2BrClF4O2S

2 unconnected molecules or ions with the total composition C2BrClF4O2S in a non-equilibrium geometry (ωB97M-V with the def2-TZVPD basis set, OMol25).

```
11
Properties=species:S:1:pos:R:3:forces:R:3:nbo_charge:R:1
C 1.640655 -0.605724 0.322919 4.083 -1.482 0.939 0.59
C 0.081020 0.559354 -0.545353 -4.252 2.607 -2.986 0.06
O -2.512794 0.829093 -0.736801 -0.322 -0.026 -0.931 -0.87
O -1.745345 -0.138028 1.336898 0.881 -0.530 -0.169 -0.87
F 1.487007 -0.758889 1.597101 -0.728 -0.254 1.105 -0.30
F 1.411247 -1.732664 -0.304881 -0.347 -0.317 -0.235 -0.31
F 0.195327 0.353461 -1.894397 0.455 0.085 1.658 -0.31
F -1.653655 -1.427295 -0.716806 0.441 0.363 0.104 -0.46
S -1.591971 -0.007130 -0.067395 -0.859 0.643 0.925 2.33
Cl 0.203665 2.239556 -0.111595 0.318 -1.123 -0.087 0.11
Br 3.356155 0.176847 -0.047162 0.329 0.034 -0.323 0.03
```
Forces are in eV/Å.

total charge: 0
F_max: 5.81 eV/A
E_HOMO (spin up / spin down): -7.52 / -11.61 eV
frontier orbital gap (spin up / spin down): 7.94 / 7.48 eV
molecular weight: 279.44 u
electronic energy: -110432.65006 eV
multiplicity: 3
LUMO energy (spin up / spin down): 0.41 / -4.13 eV